Record 1
18
Properties=species:S:1:pos:R:3:mulliken_charge:R:1 method="wB97M-V/def2-TZVPD" de_lowest_kj_mol=381.3 lumo_energy_ev=0.57 charge=0 smiles="C=C(/C=C/C)NC" total_energy_ha=-289.82646
C -1.026 -1.847 -2.206 -0.834
N -0.101 -1.289 -1.196 -0.373
C -0.235 -0.037 -0.550 0.633
C -1.344 0.723 -0.430 -0.951
C 1.253 1.254 2.681 -1.092
C 0.814 1.278 1.212 -0.151
C 0.850 0.137 0.443 -0.685
H -1.843 -2.424 -1.703 0.290
H -1.586 -1.039 -2.679 0.293
H -0.500 -2.563 -2.833 0.269
H 0.021 -2.000 -0.495 0.263
H -1.634 1.143 0.548 0.308
H -1.991 0.715 -1.310 0.211
H 1.285 0.201 2.956 0.345
H 0.392 1.789 3.040 0.281
H 2.080 1.830 3.091 0.324
H 0.602 2.230 0.715 0.491
H 1.802 -0.334 0.283 0.380


Record 2
18
Properties=species:S:1:pos:R:3:mulliken_charge:R:1 method="wB97M-V/def2-TZVPD" de_lowest_kj_mol=478.9 lumo_energy_ev=-0.37 charge=0 smiles="C=C/C=C/CNC" total_energy_ha=-289.78929
C -1.506 -2.290 -1.706 -0.762
N -1.025 -2.041 -0.323 -0.415
C -0.980 -0.666 0.143 -0.382
C 2.006 3.136 1.264 -0.717
C 1.765 1.913 0.636 -0.299
C 0.666 0.989 0.867 -0.214
C 0.421 -0.095 0.115 -0.290
H -0.633 -2.630 -2.258 0.235
H -2.279 -3.056 -1.709 0.295
H -1.895 -1.366 -2.140 0.275
H -1.568 -2.637 0.281 0.253
H -1.645 -0.004 -0.431 0.232
H -1.426 -0.540 1.136 0.414
H 2.755 3.024 2.050 0.230
H 1.731 4.123 0.918 0.281
H 2.623 1.394 0.180 0.253
H -0.036 1.283 1.641 0.314
H 1.027 -0.536 -0.663 0.296


Record 3
18
Properties=species:S:1:pos:R:3:mulliken_charge:R:1 method="wB97M-V/def2-TZVPD" de_lowest_kj_mol=168.0 lumo_energy_ev=0.96 charge=0 total_energy_ha=-289.90769
C -0.410 0.520 -1.902 -1.558
C -0.584 0.087 -0.446 0.284
C -0.110 -1.345 -0.273 -0.824
C 0.370 0.871 0.488 0.467
C -0.122 0.895 1.943 -1.432
C 1.716 0.126 0.439 -0.684
N 1.338 -1.076 0.035 -0.012
H -0.642 1.582 -2.016 0.406
H -1.065 -0.050 -2.571 0.378
H 0.625 0.365 -2.236 0.335
H -1.617 0.221 -0.121 0.377
H 1.927 -1.866 -0.176 0.179
H -0.256 -1.961 -1.180 0.366
H -0.592 -1.891 0.554 0.292
H 0.462 1.907 0.137 0.399
H 0.573 1.438 2.590 0.383
H -1.104 1.377 2.012 0.348
H -0.218 -0.124 2.339 0.297


Record 4
18
Properties=species:S:1:pos:R:3:mulliken_charge:R:1 method="wB97M-V/def2-TZVPD" de_lowest_kj_mol=201.8 lumo_energy_ev=1.02 charge=0 smiles="CC=C=N.C=CC" total_energy_ha=-289.89482
C -3.249 0.115 -1.020 -0.955
C -1.802 0.458 -1.223 -0.016
C -0.824 -0.431 -1.390 -0.725
C 2.190 -0.577 1.441 -0.388
C 3.378 0.154 0.870 -1.016
C 1.005 -0.034 1.600 0.460
N -0.081 0.499 1.822 -0.607
H -3.624 0.527 -0.075 0.259
H -3.867 0.541 -1.820 0.297
H -3.403 -0.969 -1.008 0.292
H -1.555 1.521 -1.234 0.316
H -0.732 0.403 1.037 0.335
H -1.025 -1.502 -1.393 0.205
H 0.210 -0.128 -1.533 0.317
H 2.306 -1.610 1.759 0.327
H 3.794 -0.378 0.007 0.276
H 3.103 1.162 0.546 0.305
H 4.176 0.250 1.615 0.319


Record 5
18
Properties=species:S:1:pos:R:3:mulliken_charge:R:1 method="wB97M-V/def2-TZVPD" de_lowest_kj_mol=992.6 lumo_energy_ev=-2.36 charge=0 total_energy_ha=-289.59362
C -0.222 -1.148 -1.804 -1.003
C 0.388 -1.246 -0.358 -0.411
N -1.554 1.388 -0.803 -0.552
C -0.973 1.042 0.516 -0.477
C 0.224 0.117 0.391 0.591
C 0.885 -0.374 1.913 -0.772
C 1.460 0.651 1.099 -0.750
H -1.269 -0.779 -1.608 0.256
H -0.232 -2.114 -2.333 0.362
H 1.465 -1.401 -0.413 0.346
H 0.060 -2.115 0.214 0.322
H -2.158 2.153 -0.759 0.212
H 0.319 -0.394 -2.358 0.304
H -1.937 0.580 0.389 0.255
H -0.865 1.760 1.336 0.446
H 0.418 -0.140 2.807 0.224
H 2.494 0.306 0.904 0.235
H 1.498 1.712 0.868 0.409


Record 6
18
Properties=species:S:1:pos:R:3:mulliken_charge:R:1 method="wB97M-V/def2-TZVPD" de_lowest_kj_mol=12.1 lumo_energy_ev=0.96 charge=0 smiles=CCC(C#N)CC total_energy_ha=-289.96709
C 2.186 -0.488 1.380 -1.208
C 1.111 0.455 0.837 -0.608
C -0.079 -0.241 0.152 0.502
C -1.176 0.749 -0.392 -0.649
C -2.254 0.152 -1.275 -1.248
C 0.377 -1.024 -0.987 0.117
N 0.671 -1.573 -1.962 -0.521
H 2.987 0.078 1.869 0.359
H 2.645 -1.085 0.585 0.335
H 1.773 -1.180 2.120 0.311
H 0.696 1.062 1.649 0.345
H 1.562 1.148 0.120 0.309
H -0.526 -0.947 0.871 0.252
H -1.670 1.192 0.474 0.355
H -0.702 1.565 -0.955 0.311
H -2.806 -0.643 -0.770 0.289
H -2.967 0.965 -1.456 0.374
H -1.850 -0.227 -2.218 0.375